{"formula": "C2H8O3", "method": "ωB97M-V/def2-TZVPD", "relative_energy_kcal_mol": 20.4, "homo_ev": -9.17, "homo_lumo_gap_ev": 9.76, "spin_multiplicity": 1, "symbols": ["C", "C", "O", "H", "H", "H", "H", "H", "H", "O", "H", "H", "O"], "coordinates": [[-0.361322, 0.045143, -1.954369], [-1.267867, -0.777587, -1.443801], [-0.946953, -1.764289, -0.534089], [-0.619045, 0.676164, -2.796769], [0.602311, 0.311309, -1.537142], [-2.326064, -0.662248, -1.661911], [-0.404568, -1.328487, 0.145168], [1.399643, -0.047204, 1.174942], [1.616286, -1.535482, 1.353658], [0.986238, -0.834345, 1.559477], [0.342366, 2.747712, 1.814238], [0.142023, 1.244211, 1.974504], [0.836952, 1.925103, 1.906094]], "forces_ev_per_angstrom": [[-0.31, 1.07, -0.37], [0.73, -0.20, 0.28], [-0.65, 0.93, 0.31], [-0.39, 0.20, 0.25], [0.28, -0.91, -0.04], [0.14, -0.64, -0.46], [0.26, -0.44, 0.14], [0.01, 0.06, 0.18], [-0.13, -0.10, 0.14], [0.17, 0.01, -0.49], [0.16, -0.02, -0.05], [0.36, 0.40, 0.16], [-0.62, -0.34, -0.06]]}

***

{"formula": "C2H8OP4", "method": "ωB97M-V/def2-TZVPD", "relative_energy_kcal_mol": 30.1, "homo_ev": [-7.87, -7.87], "homo_lumo_gap_ev": [7.75, 7.75], "spin_multiplicity": 1, "symbols": ["C", "C", "O", "P", "P", "P", "P", "H", "H", "H", "H", "H", "H", "H", "H"], "coordinates": [[-0.176082, -1.536442, -0.186806], [1.019821, -1.846420, 0.617685], [-1.205881, -2.068604, -0.427231], [-2.931801, 0.208735, -0.238761], [1.860254, 1.535328, 0.274394], [-1.345844, 1.306958, 0.746027], [0.063086, 0.952890, -0.868744], [0.839508, -1.072658, 1.368018], [2.019420, -1.636695, 0.307048], [1.004461, -2.951466, 1.124787], [-3.383201, -0.749598, 0.857433], [-3.999421, 1.122234, 0.137360], [2.367387, 1.870144, -0.875314], [1.400863, 2.789920, 0.585452], [-2.015695, 2.382717, 0.370477]], "forces_ev_per_angstrom": [[-0.36, 1.40, -1.43], [-0.96, -2.60, 2.28], [1.62, 0.42, 0.41], [-2.30, -1.20, 1.07], [-0.93, -1.92, 2.28], [0.85, -1.93, 1.64], [-0.34, -1.91, 0.07], [0.24, -0.21, 0.73], [0.28, 0.23, -1.08], [-0.21, 2.63, -1.25], [0.73, 1.05, -1.25], [0.63, -0.32, -0.18], [1.70, 1.05, -2.58], [-0.31, 0.94, 0.16], [-0.64, 2.38, -0.87]]}

***

{"formula": "C2H8OSi2", "method": "ωB97M-V/def2-TZVPD", "relative_energy_kcal_mol": 37.5, "homo_ev": -9.75, "homo_lumo_gap_ev": 10.24, "spin_multiplicity": 1, "symbols": ["C", "C", "O", "Si", "Si", "H", "H", "H", "H", "H", "H", "H", "H"], "coordinates": [[-1.924392, 0.732274, 0.190640], [-1.487310, -0.495900, -0.062732], [0.699367, -2.273279, 0.462715], [1.791799, 1.025671, -0.013711], [0.420440, -0.912389, -0.409760], [-2.981875, 1.145323, 0.058227], [-1.366456, 1.555800, 0.648552], [-2.281681, -1.243118, -0.517013], [0.094162, -2.583850, 1.208824], [1.385561, 2.062311, -0.817855], [3.271582, 0.881048, -0.322165], [1.629721, 1.644464, 1.441242], [0.749085, -1.538351, -1.866959]], "forces_ev_per_angstrom": [[-1.67, 1.58, 0.54], [-0.09, -1.14, -2.32], [-0.73, -1.21, 2.10], [0.88, -1.17, 2.54], [-1.23, -0.52, -0.66], [1.14, -1.32, 0.17], [0.66, -0.47, -0.40], [1.67, 1.41, 0.96], [1.35, 1.02, -1.71], [-0.91, 1.72, -1.61], [-0.65, -0.24, 0.25], [0.18, -0.84, -1.26], [-0.60, 1.17, 1.41]]}

***

{"formula": "C2H8P2", "method": "ωB97M-V/def2-TZVPD", "relative_energy_kcal_mol": 0.0, "homo_ev": -8.91, "homo_lumo_gap_ev": 9.88, "spin_multiplicity": 1, "symbols": ["C", "C", "P", "P", "H", "H", "H", "H", "H", "H", "H", "H"], "coordinates": [[0.286310, -0.724835, -0.152703], [-0.373990, 0.708078, -0.462772], [-0.976813, -2.006006, -0.278859], [0.791532, 2.087725, -0.325282], [0.621762, -0.651071, 0.875002], [1.198633, -0.851980, -0.750224], [-0.816372, 0.762740, -1.488784], [-1.352388, 0.876379, 0.240209], [-1.880622, -1.514695, 0.767855], [-0.258619, -2.780119, 0.576441], [2.108809, 1.495612, 0.095874], [0.651759, 2.598172, 0.903242]], "forces_ev_per_angstrom": [[-0.48, 2.91, 0.13], [-2.05, -1.35, 1.15], [-1.27, 0.01, -0.40], [2.24, 0.28, -1.65], [0.16, -0.02, 0.20], [-0.50, -0.23, -0.18], [0.55, -0.25, 0.68], [2.48, -0.38, -1.42], [0.74, -0.21, -0.62], [0.28, -1.29, 0.81], [-1.49, 0.10, -0.55], [-0.65, 0.44, 1.84]]}

***

{"formula": "C2H8S2", "method": "ωB97M-V/def2-TZVPD", "relative_energy_kcal_mol": 9.2, "homo_ev": -8.87, "homo_lumo_gap_ev": 9.65, "spin_multiplicity": 1, "symbols": ["S", "H", "H", "C", "C", "S", "H", "H", "H", "H", "H", "H"], "coordinates": [[3.123016, -0.727036, 0.699069], [3.702983, 0.005168, 1.654580], [4.010777, -1.688361, 0.967141], [-0.887121, 0.381090, -1.234795], [-0.993122, 0.560714, 0.250526], [-2.029825, -0.589104, 1.167097], [-0.128167, -0.310947, -1.494891], [-1.851781, 0.093859, -1.667813], [-0.729619, 1.322749, -1.753655], [-1.314785, 1.582970, 0.449895], [-0.022186, 0.417358, 0.723636], [-2.880170, -1.048461, 0.239210]], "forces_ev_per_angstrom": [[0.17, 0.00, 0.14], [-0.14, 0.27, 0.02], [-0.05, -0.26, -0.17], [-1.29, 0.44, -0.59], [0.14, 0.64, 0.27], [-0.24, -0.53, 0.48], [0.58, -0.76, -0.44], [0.13, -0.45, 0.15], [0.58, 0.24, 0.19], [-0.09, -0.09, 0.23], [0.09, 0.20, -0.04], [0.12, 0.29, -0.24]]}

***

{"formula": "C2H8S2", "method": "ωB97M-V/def2-TZVPD", "relative_energy_kcal_mol": 0.0, "homo_ev": -9.17, "homo_lumo_gap_ev": 9.74, "spin_multiplicity": 1, "symbols": ["C", "H", "H", "H", "H", "C", "S", "S", "H", "H", "H", "H"], "coordinates": [[-2.698673, -0.208173, 0.843874], [-2.105703, 0.632048, 1.180067], [-3.617107, 0.155748, 0.391685], [-2.163059, -0.798841, 0.111550], [-2.941486, -0.825457, 1.705051], [2.559655, -0.372644, -0.052996], [1.329942, 0.955901, 0.098813], [1.125081, 1.559412, -1.868232], [2.060762, -1.311171, -0.294152], [3.265156, -0.098509, -0.825563], [3.089869, -0.443774, 0.893218], [0.095562, 0.755458, -2.183314]], "forces_ev_per_angstrom": [[-0.28, -0.04, 0.11], [0.20, 0.13, -0.06], [-0.08, 0.04, 0.01], [0.21, -0.05, -0.07], [-0.04, -0.08, 0.00], [-0.33, 0.06, -0.03], [0.16, 0.16, -0.25], [-0.12, -0.16, 0.39], [0.17, 0.02, 0.02], [0.13, -0.03, -0.14], [-0.06, -0.07, 0.11], [0.03, 0.02, -0.10]]}

***

{"formula": "C2H8S3", "method": "ωB97M-V/def2-TZVPD", "relative_energy_kcal_mol": 28.4, "homo_ev": -8.56, "homo_lumo_gap_ev": 8.80, "spin_multiplicity": 1, "symbols": ["S", "S", "H", "H", "C", "C", "S", "H", "H", "H", "H", "H", "H"], "coordinates": [[2.046304, -0.374146, -1.169839], [1.571517, -2.011964, -2.368615], [1.504576, 0.525442, -2.022159], [2.295476, -2.973064, -1.693329], [-0.393623, 0.405290, 2.425620], [-1.421183, 1.536807, 2.308592], [-2.811239, 1.368419, 1.193988], [-0.675808, -0.523013, 3.063427], [-0.252167, -0.099870, 1.370291], [0.571247, 0.780852, 2.795334], [-1.003046, 2.550955, 1.931846], [-1.791971, 1.999146, 3.224210], [-2.664777, 2.370024, 0.436552]], "forces_ev_per_angstrom": [[0.03, 0.28, 0.18], [0.15, -0.88, 0.03], [0.16, -0.33, 0.11], [-0.35, 0.93, -0.31], [-0.27, -2.25, -1.37], [0.97, 3.16, -0.22], [-1.26, -2.84, 1.08], [0.05, 1.89, -0.71], [0.00, 1.28, 1.89], [-0.32, -0.14, -0.18], [0.35, -1.94, 0.20], [-0.12, -1.07, 0.57], [0.62, 1.90, -1.27]]}

***

{"formula": "C2H8S3", "method": "ωB97M-V/def2-TZVPD", "relative_energy_kcal_mol": 13.1, "homo_ev": -8.45, "homo_lumo_gap_ev": 8.77, "spin_multiplicity": 1, "symbols": ["S", "S", "H", "H", "C", "S", "C", "H", "H", "H", "H", "H", "H"], "coordinates": [[0.692870, 3.307905, -1.740668], [1.352659, 3.706552, 0.224642], [0.690761, 1.987080, -1.535453], [0.864689, 2.593318, 0.744611], [-1.278413, -1.086196, -0.783326], [-0.625125, -0.200941, 0.624835], [0.469202, -1.468879, 1.324276], [-2.244444, -0.638538, -0.988791], [-0.597069, -0.877123, -1.602419], [-1.298208, -2.158289, -0.605638], [0.954778, -2.044366, 0.536350], [-0.225253, -2.103442, 1.868208], [1.243552, -1.017081, 1.933373]], "forces_ev_per_angstrom": [[-0.07, 0.00, 0.37], [0.30, 0.41, -0.37], [0.08, -0.14, -0.22], [-0.36, -0.36, 0.25], [0.59, 0.33, -0.24], [0.43, 0.57, 0.57], [-0.59, -0.10, -0.51], [-0.19, -0.33, -0.14], [-0.16, -0.23, -0.37], [-0.39, 0.02, 0.06], [-0.01, 0.08, -0.04], [0.55, -0.30, 0.38], [-0.17, 0.05, 0.26]]}